# 1
The following is a DFT calculation (ωB97M-V/def2-TZVPD) of a molecular structure, C38H33MnN2O2S2Si.

Values from the calculation:
- Orbital gap (alpha / beta): 6.211 / 6.573 eV
- Energy relative to the best compared isomer or geometry (same formula, charge and spin): 10.2 kcal per mole
- Energy: -3964.57865 a.u.

The geometry in ORCA input format:
```
! RIJCOSX wB97M-V def2-TZVPD def2/J DEFGRID3
* xyz 1 2
Mn -0.123 1.584 -0.478
C 2.432 2.158 2.757
C 3.668 1.856 2.198
C 3.752 1.596 0.846
C 2.595 1.629 0.067
N 1.405 1.944 0.618
C 1.332 2.188 1.931
C 2.511 1.184 -1.316
C 3.617 0.914 -2.123
C 3.435 0.334 -3.363
C 2.153 0.002 -3.791
C 1.049 0.315 -3.016
C 1.215 0.936 -1.787
H 2.318 2.339 3.815
H 4.548 1.801 2.824
H 4.695 1.337 0.389
H 0.362 2.415 2.352
H 4.614 1.170 -1.785
H 4.289 0.134 -3.996
H 2.011 -0.485 -4.747
H 0.060 0.076 -3.388
N -2.048 3.725 1.955
C -1.801 2.857 0.964
O -0.841 3.099 0.203
C -2.788 1.725 0.816
C -3.294 1.648 -0.631
H -1.473 4.553 2.010
H -2.889 3.702 2.504
H -3.621 1.892 1.498
H -2.338 0.767 1.089
H -3.548 2.628 -1.032
H -4.162 0.995 -0.680
S 0.159 3.251 -2.229
C -1.062 2.847 -3.406
C -1.085 3.529 -4.628
C -2.073 3.275 -5.559
C -3.057 2.319 -5.316
C -3.033 1.615 -4.129
C -2.054 1.892 -3.179
S -1.996 0.907 -1.705
H -0.309 4.256 -4.831
H -2.071 3.819 -6.494
H -3.820 2.119 -6.055
H -3.760 0.836 -3.930
O -0.158 -0.005 0.253
Si 0.043 -1.458 0.978
C 1.067 -2.703 0.020
C 0.802 -4.062 0.215
C 1.512 -5.032 -0.475
C 2.494 -4.659 -1.382
C 2.775 -3.316 -1.583
C 2.073 -2.348 -0.880
C 0.775 -1.117 2.683
C 0.044 -0.416 3.644
C 0.558 -0.183 4.910
C 1.824 -0.651 5.239
C 2.568 -1.346 4.296
C 2.044 -1.578 3.031
C -1.690 -2.162 1.255
C -2.640 -2.145 0.231
C -3.916 -2.654 0.430
C -4.258 -3.200 1.659
C -3.319 -3.254 2.679
C -2.045 -2.739 2.476
H 0.021 -4.363 0.904
H 1.295 -6.080 -0.313
H 3.042 -5.416 -1.930
H 3.539 -3.018 -2.291
H 2.312 -1.307 -1.034
H -0.956 -0.062 3.405
H -0.030 0.359 5.641
H 2.226 -0.482 6.230
H 3.556 -1.711 4.549
H 2.628 -2.131 2.302
H -2.369 -1.745 -0.739
H -4.641 -2.636 -0.374
H -5.256 -3.590 1.817
H -3.578 -3.696 3.632
H -1.317 -2.779 3.278
*
```

=====

# 2
The following is a DFT calculation (ωB97M-V/def2-TZVPD) of a molecular structure, C38H33N11S2V.

Values from the calculation:
- Orbital gap (alpha / beta): 5.749 / 6.888 eV
- Energy relative to the best compared isomer or geometry (same formula, charge and spin): 51.1 kcal per mole
- Energy: -3810.59302 a.u.

The geometry in ORCA input format:
```
! RIJCOSX wB97M-V def2-TZVPD def2/J DEFGRID3
* xyz 0 4
V 0.441 -0.208 0.473
N -2.903 -2.329 -1.659
C -1.644 -2.230 -1.095
S -0.255 -2.304 -2.117
N -1.622 -2.135 0.205
N -0.362 -1.881 0.719
C 0.277 -2.841 1.361
C -0.270 -4.187 1.634
C 0.511 -5.325 1.406
C 0.036 -6.590 1.720
C -1.235 -6.741 2.259
C -2.035 -5.622 2.446
C -1.563 -4.357 2.130
C 1.639 -2.468 1.678
C 2.508 -3.179 2.512
C 3.805 -2.750 2.667
C 4.229 -1.615 1.977
C 3.316 -0.932 1.213
N 2.034 -1.309 1.078
H -2.890 -2.768 -2.562
H -3.613 -2.671 -1.028
H 1.487 -5.213 0.951
H 0.658 -7.458 1.534
H -1.600 -7.728 2.520
H -3.036 -5.739 2.845
H -2.190 -3.490 2.275
H 2.142 -4.046 3.041
H 4.488 -3.289 3.312
H 5.243 -1.249 2.061
H 3.611 -0.031 0.694
C 2.283 0.194 -4.165
N 1.559 1.383 -3.736
C 0.921 2.289 -4.556
C 0.310 3.179 -3.771
N 0.574 2.831 -2.444
C 1.372 1.699 -2.433
S 2.105 0.816 -1.213
C -0.005 3.525 -1.335
C -1.021 4.451 -1.568
C -1.538 5.146 -0.490
C -1.037 4.903 0.776
C -0.052 3.939 0.900
N 0.454 3.263 -0.131
H 2.249 0.145 -5.251
H 1.822 -0.693 -3.735
H 3.317 0.242 -3.829
H 0.961 2.228 -5.631
H -0.263 4.043 -4.045
H -1.415 4.624 -2.558
H -2.329 5.870 -0.643
H -1.411 5.426 1.646
H 0.359 3.686 1.871
N -3.567 1.277 -1.812
C -2.943 0.970 -2.999
C -1.653 0.711 -2.670
N -1.460 0.851 -1.314
C -2.636 1.195 -0.829
C -2.888 1.512 0.564
N -1.940 1.601 1.451
C -2.545 1.964 2.627
C -3.887 2.098 2.440
N -4.102 1.809 1.110
H -4.539 1.494 -1.709
H -3.467 0.958 -3.941
H -0.855 0.413 -3.326
H -1.977 2.091 3.537
H -4.686 2.356 3.114
H -4.996 1.755 0.661
C -1.589 -1.160 5.864
C -2.061 -1.416 4.557
C -1.372 -0.959 3.468
C -0.174 -0.202 3.596
C 0.555 0.294 2.454
C 1.614 1.139 2.733
C 2.031 1.462 4.044
C 1.389 0.926 5.120
C 0.260 0.097 4.923
C -0.459 -0.416 6.035
H -2.128 -1.544 6.721
H -2.981 -1.974 4.421
H -1.773 -1.141 2.479
H 2.185 1.574 1.911
H 2.886 2.114 4.192
H 1.724 1.131 6.132
H -0.091 -0.193 7.033
*
```

=====

# 3
The following is a DFT calculation (ωB97M-V/def2-TZVPD) of a molecular structure, C38H33N2O6RuSTe.

Values from the calculation:
- Orbital gap (alpha / beta): 6.229 / 5.271 eV
- Energy relative to the best compared isomer or geometry (same formula, charge and spin): 56.0 kcal per mole
- Energy: -2789.47348 a.u.

The geometry in ORCA input format:
```
! RIJCOSX wB97M-V def2-TZVPD def2/J DEFGRID3
* xyz 1 5
Ru -0.201 0.000 0.645
C -1.191 -6.856 -0.716
C -0.729 -5.441 -0.495
C 0.624 -5.096 -0.577
C 1.050 -3.804 -0.370
C 2.497 -3.401 -0.574
O 2.922 -3.340 -1.703
C 3.337 -3.080 0.612
C 4.514 -2.360 0.419
C 5.331 -2.070 1.496
C 4.992 -2.523 2.766
C 3.828 -3.252 2.959
C 2.989 -3.514 1.885
C 0.128 -2.792 -0.093
O 0.677 -1.582 0.083
C -1.249 -3.083 -0.068
C -1.634 -4.429 -0.254
C -2.301 -2.082 0.091
N -2.069 -0.831 0.375
C -3.173 0.158 0.436
C -3.242 1.007 1.709
Te -3.892 0.092 3.564
C -1.964 -0.203 4.407
C -1.427 -1.605 4.306
C 0.715 -2.133 4.222
C 1.576 -0.871 4.423
C 0.282 0.899 4.744
C -1.222 0.885 4.667
C -3.704 -2.542 -0.137
C -4.520 -2.889 0.933
C -5.818 -3.316 0.695
C -6.298 -3.394 -0.605
C -5.478 -3.052 -1.672
C -4.176 -2.634 -1.442
H -0.379 -7.565 -0.563
H -1.556 -6.986 -1.736
H -2.003 -7.116 -0.039
H 1.358 -5.859 -0.812
H 4.770 -2.040 -0.582
H 6.238 -1.499 1.350
H 5.643 -2.313 3.604
H 3.583 -3.626 3.946
H 2.082 -4.092 2.029
H -2.685 -4.679 -0.216
H -4.125 -0.339 0.280
H -3.009 0.840 -0.403
H -3.998 1.771 1.528
H -2.324 1.563 1.911
H -2.245 -2.315 4.209
H 1.288 -3.047 4.094
H 2.648 -1.031 4.346
H 0.647 1.913 4.887
H -1.711 1.854 4.684
H -4.145 -2.816 1.947
H -6.454 -3.588 1.527
H -7.312 -3.723 -0.788
H -5.850 -3.116 -2.685
H -3.529 -2.378 -2.273
C -0.738 -3.472 5.936
C -0.354 -2.125 5.355
C -0.349 -1.795 3.152
C -0.024 -0.447 2.578
C 0.968 0.201 3.491
C 1.007 -0.152 5.679
C 0.103 -1.114 6.334
S 2.110 1.209 2.543
O 1.988 2.584 2.920
O 3.387 0.578 2.478
N 1.398 1.063 1.004
C 1.644 2.162 0.088
C 0.299 2.567 -0.536
O 0.115 3.601 -1.084
O -0.625 1.583 -0.414
H -1.030 -4.171 5.149
H -1.578 -3.370 6.625
H 0.100 -3.906 6.483
H -0.612 -2.564 2.429
H -0.952 0.179 2.569
H 1.727 0.331 6.336
H -0.302 -1.002 7.330
H 2.285 1.823 -0.732
H 2.109 3.017 0.572
*
```

=====

# 4
The following is a DFT calculation (ωB97M-V/def2-TZVPD) of a molecular structure, C38H33N3O5SSb2Y.

Values from the calculation:
- Orbital gap: 7.059 eV
- Energy relative to the best compared isomer or geometry (same formula, charge and spin): 25.8 kcal per mole
- Energy: -2925.29012 a.u.

The geometry in ORCA input format:
```
! RIJCOSX wB97M-V def2-TZVPD def2/J DEFGRID3
* xyz 1 1
Y -0.974 -1.709 0.165
O 0.117 -7.534 -2.084
C -0.050 -6.284 -1.638
C 0.190 -5.158 -2.432
C -0.017 -3.926 -1.870
N -0.408 -3.785 -0.604
C -0.673 -4.859 0.149
C -0.506 -6.134 -0.325
C -1.233 -4.510 1.520
O -1.495 -5.373 2.319
O -1.395 -3.217 1.664
C 0.103 -2.604 -2.605
O 0.504 -2.543 -3.740
O -0.287 -1.604 -1.849
H 0.434 -7.537 -2.997
H 0.509 -5.231 -3.465
H -0.730 -6.989 0.298
C 2.234 -0.105 -1.220
C 2.214 1.104 -2.149
C 1.043 1.067 -3.142
Sb -1.032 1.151 -2.520
C -1.144 3.296 -2.364
C -0.041 4.145 -2.465
C -0.183 5.518 -2.291
C -1.432 6.059 -2.015
C -2.540 5.225 -1.918
C -2.395 3.855 -2.095
C -0.993 1.136 -0.305
C -2.085 0.617 0.410
C -2.208 0.804 1.789
C -1.253 1.538 2.471
C -0.183 2.088 1.774
C -0.057 1.886 0.408
Sb 3.822 -0.328 0.235
C 2.410 -0.382 1.878
C 2.528 0.488 2.956
C 1.699 0.380 4.069
C 0.740 -0.613 4.128
C 0.609 -1.514 3.078
C 1.430 -1.396 1.950
C 4.416 1.710 0.429
C 5.762 2.000 0.202
C 6.227 3.309 0.279
C 5.352 4.340 0.589
C 4.010 4.063 0.823
C 3.547 2.757 0.744
H 2.254 -1.017 -1.818
H 1.325 -0.114 -0.624
H 3.143 1.118 -2.728
H 2.215 2.034 -1.579
H 1.076 0.144 -3.724
H 1.117 1.903 -3.843
H 0.943 3.743 -2.680
H 0.681 6.166 -2.376
H -1.544 7.128 -1.884
H -3.517 5.646 -1.714
H -3.272 3.217 -2.026
H -2.926 0.210 -0.144
H -3.077 0.428 2.314
H -1.350 1.701 3.537
H 0.546 2.693 2.299
H 0.759 2.354 -0.128
H 3.291 1.258 2.940
H 1.824 1.063 4.902
H 0.118 -0.724 5.009
H -0.068 -2.349 3.178
H 1.461 -2.216 1.224
H 6.458 1.204 -0.040
H 7.273 3.521 0.100
H 5.714 5.358 0.651
H 3.325 4.867 1.067
H 2.501 2.553 0.942
S -3.270 -2.166 -1.620
C -4.237 -2.260 -0.261
N -5.555 -2.620 -0.310
C -6.321 -2.777 0.793
C -5.777 -2.563 2.016
C -4.432 -2.158 2.036
N -3.707 -1.989 0.953
H -5.938 -2.801 -1.229
H -7.347 -3.079 0.635
H -6.348 -2.696 2.921
H -3.926 -1.977 2.979
*
```

=====

# 5
The following is a DFT calculation (ωB97M-V/def2-TZVPD) of 7 unconnected molecules or ions with the total composition C38H33N7O12.

Values from the calculation:
- Orbital gap: 8.798 eV
- Energy relative to the best compared isomer or geometry (same formula, charge and spin): 64.0 kcal per mole
- Energy: -2753.36053 a.u.

The geometry in ORCA input format:
```
! RIJCOSX wB97M-V def2-TZVPD def2/J DEFGRID3
* xyz 0 1
O 18.782 24.957 6.306
N 18.635 26.135 6.376
O 19.296 26.760 7.230
C 17.860 26.800 5.336
C 17.280 26.130 4.239
C 16.508 26.819 3.316
C 16.301 28.153 3.489
C 16.748 28.793 4.616
C 17.590 28.160 5.531
H 17.358 25.059 4.124
H 15.981 26.367 2.489
H 15.653 28.622 2.764
H 16.592 29.859 4.693
H 17.886 28.647 6.448
O 13.212 28.343 11.320
N 14.242 27.761 11.345
O 14.428 26.705 11.870
C 15.389 28.345 10.623
C 16.647 27.779 10.815
C 17.808 28.426 10.369
C 17.612 29.457 9.459
C 16.300 29.920 9.131
C 15.214 29.410 9.790
H 16.790 26.902 11.429
H 18.804 28.047 10.545
H 18.503 29.794 8.950
H 16.119 30.646 8.352
H 14.254 29.889 9.668
O 15.115 22.480 2.678
N 15.101 23.411 1.818
O 14.332 24.361 1.890
C 16.097 23.377 0.709
C 16.295 24.471 -0.219
C 17.182 24.381 -1.256
C 17.911 23.201 -1.394
C 17.711 22.143 -0.532
C 16.887 22.263 0.566
H 15.620 25.313 -0.175
H 17.344 25.237 -1.894
H 18.543 23.021 -2.251
H 18.265 21.239 -0.737
H 16.781 21.459 1.279
O 18.375 17.972 2.575
N 18.761 19.124 2.212
O 18.979 19.503 1.065
C 19.000 20.051 3.358
C 19.586 21.248 3.025
C 19.722 22.186 4.023
C 19.282 21.894 5.356
C 18.786 20.675 5.686
C 18.649 19.758 4.657
H 19.933 21.649 2.084
H 20.217 23.132 3.863
H 19.410 22.664 6.103
H 18.522 20.476 6.714
H 18.327 18.751 4.876
O 9.618 30.944 7.455
N 10.431 31.700 7.977
O 10.253 32.124 9.097
C 11.762 31.946 7.328
C 12.195 31.098 6.354
C 13.429 31.217 5.732
C 14.166 32.354 6.063
C 13.794 33.227 7.102
C 12.569 33.013 7.678
H 11.686 30.180 6.097
H 13.763 30.564 4.939
H 15.112 32.488 5.560
H 14.303 34.138 7.378
H 12.155 33.697 8.405
O 12.157 31.507 -0.732
N 13.417 31.473 -0.786
O 13.909 31.143 -1.872
C 14.322 31.687 0.359
C 13.860 32.536 1.428
C 14.621 32.658 2.600
C 15.802 31.930 2.696
C 16.310 31.180 1.659
C 15.571 31.005 0.486
H 12.871 32.970 1.414
H 14.230 33.211 3.441
H 16.506 32.041 3.509
H 17.276 30.698 1.614
H 16.025 30.462 -0.329
C 18.438 33.985 6.161
C 18.250 32.487 6.081
N 18.062 31.378 6.051
H 18.109 34.229 7.172
H 17.737 34.459 5.473
H 19.411 34.342 5.826
*
```

=====

# 6
The following is a DFT calculation (ωB97M-V/def2-TZVPD) of a molecular structure, C38H34AsAuN3OP.

Values from the calculation:
- Orbital gap: 8.336 eV
- Energy: -4420.81649 a.u.

The geometry in ORCA input format:
```
! RIJCOSX wB97M-V def2-TZVPD def2/J DEFGRID3
* xyz 0 1
Au 2.365 -0.188 0.168
O 4.587 2.152 2.932
C 3.783 1.805 2.058
N 3.959 0.777 1.219
C 5.229 0.126 1.415
C 5.541 -0.892 0.358
C 6.794 -1.510 0.320
C 7.060 -2.436 -0.665
C 6.072 -2.733 -1.600
C 4.862 -2.082 -1.489
N 4.602 -1.186 -0.532
C 2.509 2.622 1.920
C 2.159 3.458 2.976
C 1.013 4.225 2.874
C 0.259 4.153 1.710
C 0.695 3.305 0.705
N 1.785 2.550 0.804
H 5.279 -0.358 2.401
H 6.033 0.869 1.435
H 7.538 -1.246 1.060
H 8.025 -2.923 -0.713
H 6.241 -3.449 -2.392
H 4.061 -2.277 -2.192
H 2.803 3.484 3.843
H 0.714 4.877 3.684
H -0.642 4.734 1.573
H 0.135 3.236 -0.223
C -0.948 0.191 -0.398
C -0.645 0.698 -1.804
As -2.069 1.746 -2.694
C -2.618 2.936 -1.232
C -2.368 4.297 -1.395
C -2.768 5.217 -0.434
C -3.427 4.783 0.706
C -3.677 3.428 0.885
C -3.279 2.513 -0.080
C -3.510 0.428 -2.566
C -3.259 -0.933 -2.720
C -4.303 -1.849 -2.731
C -5.614 -1.417 -2.596
C -5.876 -0.061 -2.454
C -4.832 0.852 -2.445
P 0.333 -1.018 0.118
C -0.060 -2.447 -0.937
C 0.839 -2.821 -1.930
C 0.537 -3.867 -2.793
C -0.661 -4.551 -2.657
C -1.562 -4.187 -1.663
C -1.268 -3.133 -0.812
C -0.212 -1.527 1.777
C -0.097 -2.849 2.203
C -0.433 -3.198 3.504
C -0.878 -2.231 4.392
C -0.977 -0.909 3.980
C -0.641 -0.556 2.683
H -1.932 -0.280 -0.336
H -0.923 1.021 0.307
H -0.421 -0.125 -2.489
H 0.253 1.321 -1.789
H -1.866 4.643 -2.292
H -2.571 6.271 -0.582
H -3.748 5.497 1.453
H -4.192 3.084 1.773
H -3.507 1.463 0.060
H -2.245 -1.300 -2.830
H -4.085 -2.903 -2.849
H -6.427 -2.131 -2.604
H -6.896 0.288 -2.353
H -5.051 1.908 -2.333
H 1.776 -2.283 -2.015
H 1.240 -4.151 -3.566
H -0.895 -5.372 -3.323
H -2.495 -4.724 -1.552
H -1.977 -2.849 -0.043
H 0.254 -3.609 1.517
H -0.342 -4.228 3.823
H -1.136 -2.505 5.406
H -1.309 -0.148 4.675
H -0.695 0.484 2.386
*
```

=====

> Which of these has the highest energy?

C38H33N7O12